ORCA calculation (ωB97M-V with the def2-TZVPD basis set) on a molecular structure, C6H12AgBrO2.

Each line ends with the natural charge from an NBO analysis.
Element x y z (Å)
Ag1 -0.5660 4.1079 2.2147  0.856
Br1 -0.7941 1.6537 0.8054  -0.814
C1 2.4563 1.8285 -3.5255  -0.720
C2 2.9259 2.3460 -2.1503  0.597
O1 4.0957 2.4273 -1.8189  -0.542
C3 1.8190 2.9779 -1.3277  -0.739
H1 2.8908 2.6051 -4.1549  0.248
H2 1.3898 2.0536 -3.5327  0.208
H3 2.7072 0.7985 -3.7788  0.242
H4 2.1569 3.8651 -0.7921  0.228
H5 1.5280 2.2892 -0.5345  0.255
H6 0.9079 3.1342 -1.9053  0.216
C4 -1.1747 -2.2366 1.6188  -0.661
C5 -2.4268 -3.1151 1.5539  0.630
O2 -2.8141 -3.4403 0.4380  -0.066
C6 -3.0125 -3.7091 2.8008  -0.674
H7 -0.4056 -2.8352 1.1308  0.290
H8 -0.9616 -2.1347 2.6829  0.258
H9 -1.2948 -1.2794 1.1115  0.322
H10 -2.3447 -3.2754 3.5451  0.265
H11 -3.0852 -4.7854 2.6442  0.298
H12 -3.9974 -3.2758 2.9745  0.301

Atoms 1-3, force components in eV/Å:
-0.10 -1.32 -0.78
-0.07 1.04 0.91
-0.20 1.05 1.22

Values from the calculation:
- <S²>: 0.757
- Gap between HOMO and LUMO (alpha / beta): 5.89 / 2.16 eV
- E_HOMO (alpha / beta): -11.04 / -11.02 eV
- Energy relative to the best compared isomer or geometry (same formula, charge and spin): 1.523 eV
- Multiplicity: 2
- Total charge: +1

=====

ORCA calculation (ωB97M-V with the def2-TZVPD basis set) on a molecular structure, C18H20BaCl5FN5O4.

Each line ends with the Mulliken charge.
Element x y z (Å)
Ba1 -0.2427 0.3829 1.2103  1.136
C1 -0.6819 3.2873 1.3331  -0.952
C2 -0.1351 2.9078 2.7581  -0.389
N1 0.6744 1.7075 2.8497  -0.293
C3 0.1824 0.5751 3.6328  -1.498
C4 -1.3339 0.2373 3.7897  -0.163
N2 -2.1070 -0.0087 2.5629  -0.863
C5 -2.9865 1.1100 2.2067  -0.411
C6 -2.6991 1.8375 0.8542  -0.647
N3 -1.3540 2.2881 0.5050  -0.140
H1 0.1906 3.6190 0.7556  0.143
H2 -1.3248 4.1706 1.4295  0.475
H3 -0.9757 2.8796 3.4581  0.149
H4 0.4817 3.7474 3.1022  0.531
H5 1.8744 1.7413 2.8274  0.065
H6 0.5830 0.6904 4.6478  0.541
H7 0.6688 -0.3193 3.2234  0.480
H8 -1.8133 0.9782 4.4410  0.277
H9 -1.3753 -0.6940 4.3702  0.565
H10 -2.6282 -1.0942 2.6111  0.261
H11 -3.0249 1.8711 2.9947  0.263
H12 -4.0083 0.7136 2.1511  0.436
H13 -3.3871 2.6878 0.7706  0.387
H14 -2.9970 1.1383 0.0624  0.250
H15 -1.2544 2.5129 -0.7413  0.277
Cl1 -0.4614 -2.7767 0.8461  -0.455
C7 1.9364 -2.1647 1.0175  -0.388
C8 2.4545 -0.7078 1.2033  -0.054
C9 3.8481 -0.5102 1.2852  -0.086
Cl2 4.0097 1.0323 1.4653  -0.176
C10 4.6552 -1.6610 1.1904  0.688
Cl3 6.3537 -1.1486 1.3207  -0.250
C11 4.3275 -3.0093 1.0250  0.040
Cl4 5.6117 -4.2277 0.9432  -0.184
C12 2.9716 -3.3967 0.9235  0.100
Cl5 2.5300 -5.0874 0.7146  -0.198
F1 1.6364 -3.0787 -5.7719  -0.312
C13 0.5283 -2.5117 -5.2310  0.231
C14 0.5604 -1.1890 -4.7941  0.104
N4 -0.5474 -0.6061 -4.2442  0.222
C15 -0.4801 0.7950 -3.7923  -1.093
C16 -0.6957 0.8833 -2.3088  0.811
O1 -1.6280 1.5296 -1.8581  -0.788
O2 0.1441 0.2474 -1.4700  -0.564
C17 -1.7172 -1.3382 -4.1275  0.343
O3 -2.7199 -0.8334 -3.6485  -0.646
N5 -1.7597 -2.6418 -4.5550  -0.053
C18 -0.6539 -3.2362 -5.1029  0.330
O4 -0.7055 -4.3947 -5.4782  -0.683
H16 1.4846 -0.6326 -4.8969  0.343
H17 -1.2431 1.3944 -4.3364  0.220
H18 0.5146 1.2414 -4.0121  0.390
H19 -2.6472 -3.1880 -4.4626  0.278
H20 1.3663 2.2499 0.3496  -0.052

Atoms 1-3, force components in eV/Å:
3.69 -4.25 -8.22
-0.19 0.86 -0.29
0.09 0.83 -0.20

Values from the calculation:
- Gap between HOMO and LUMO (alpha / beta): 3.71 / 3.95 eV
- E_HOMO (alpha / beta): -2.54 / -2.66 eV
- Total charge: -1

=====

ORCA calculation (ωB97M-V with the def2-TZVPD basis set) on a molecular structure, C40H41KN10O2SeSi.

Each line ends with the Mulliken charge.
Element x y z (Å)
K1 0.8490 -0.3881 -0.0279  0.578
C1 4.3437 -2.6198 1.5163  -1.944
C2 3.3511 -2.3632 0.3776  1.174
O1 3.0905 -1.1551 0.1206  -0.218
C3 2.8489 -3.4892 -0.2770  -1.296
C4 1.7344 -3.5273 -1.2076  0.305
C5 1.4850 -4.8361 -1.9273  -1.750
N1 0.9363 -2.5214 -1.3384  2.081
N2 -0.2185 -2.7419 -2.1058  -0.911
C6 -1.1973 -1.9410 -1.7281  -0.257
O2 -1.1969 -1.0157 -0.8642  -1.040
C7 -2.5340 -2.2748 -2.3621  0.430
C8 -3.6076 -1.4215 -2.1295  -0.092
C9 -4.8633 -1.6966 -2.6546  -0.849
C10 -5.0651 -2.8399 -3.4159  -0.396
C11 -3.9985 -3.7019 -3.6480  -0.623
C12 -2.7442 -3.4211 -3.1264  -0.268
H1 4.8780 -1.6954 1.7390  0.396
H2 5.0575 -3.4107 1.2688  0.413
H3 3.8080 -2.9252 2.4185  0.364
H4 3.2744 -4.4512 -0.0053  -0.156
H5 2.4202 -5.3868 -2.0503  0.470
H6 1.0191 -4.6507 -2.8935  0.376
H7 0.7921 -5.4645 -1.3585  0.223
H8 -3.4243 -0.5513 -1.5118  0.404
H9 -5.6884 -1.0192 -2.4643  0.384
H10 -6.0463 -3.0628 -3.8200  0.348
H11 -4.1485 -4.6005 -4.2370  0.390
H12 -1.9019 -4.0786 -3.2962  0.426
C13 2.7966 4.4096 1.3280  -0.276
C14 2.4090 3.3161 0.6668  -0.622
N3 1.0595 2.8746 0.8108  0.899
C15 0.4229 3.3015 2.0424  -0.461
C16 0.9000 4.5084 2.5681  -0.583
N4 2.0003 5.1353 2.2176  -0.850
C17 -0.4712 2.4153 2.6905  0.456
C18 -1.2568 2.8281 3.8102  -0.991
C19 -2.0625 1.9371 4.4687  1.421
C20 -2.1050 0.6065 4.0128  -1.020
C21 -1.3559 0.2920 2.8925  -0.134
N5 -0.5928 1.1498 2.2208  0.204
C22 -1.3933 -1.1000 2.3539  0.736
C23 -2.6016 -1.7239 2.0596  -0.776
N6 -2.6689 -2.9478 1.5487  -0.632
C24 -1.5051 -3.5384 1.3032  -0.508
C25 -0.2929 -2.9354 1.6093  0.108
N7 -0.2347 -1.7251 2.1545  -0.557
C26 -2.8800 2.3664 5.6348  0.871
C27 -2.6097 3.5326 6.3499  -0.544
C28 -3.4072 3.8827 7.4253  -0.326
N8 -4.4492 3.1687 7.8517  -0.707
C29 -4.7065 2.0546 7.1692  -0.310
C30 -3.9694 1.6201 6.0799  -0.541
H13 3.8201 4.7534 1.2217  0.372
H14 3.0389 2.7459 -0.0028  0.482
H15 0.3472 4.9642 3.3893  0.336
H16 -1.2237 3.8652 4.1090  0.323
H17 -2.6682 -0.1658 4.5161  0.471
H18 -3.5378 -1.2040 2.2309  0.480
H19 -1.5327 -4.5189 0.8415  0.361
H20 0.6528 -3.4284 1.4060  0.593
H21 -1.7713 4.1628 6.0889  0.387
H22 -3.1916 4.7901 7.9805  0.361
H23 -5.5564 1.4712 7.5095  0.355
H24 -4.2641 0.7130 5.5715  0.315
C31 -3.0085 2.6283 -2.6666  -0.896
Si1 -1.1495 2.5615 -2.8946  -0.039
C32 -0.6291 4.1079 -3.8242  -1.061
C33 -0.6954 1.0725 -3.9239  -0.302
C34 -0.3312 2.4945 -1.2890  -0.146
C35 0.3275 2.7006 -0.2868  0.040
H25 -3.5025 2.8178 -3.6238  0.267
H26 -3.2840 3.4259 -1.9725  0.331
H27 -3.3867 1.6866 -2.2650  0.168
H28 -1.1709 4.1923 -4.7709  0.312
H29 0.4412 4.0835 -4.0407  0.266
H30 -0.8282 5.0020 -3.2290  0.285
H31 -1.1061 1.1536 -4.9350  0.378
H32 -1.0738 0.1557 -3.4657  -0.090
H33 0.3915 0.9814 -3.9989  0.061
C36 5.5579 1.0085 -0.8652  -1.022
N9 5.1257 -0.0774 -1.7199  0.402
C37 5.2044 -1.4089 -1.3621  -1.366
C38 4.4733 -2.1034 -2.2495  -0.534
N10 3.9524 -1.1913 -3.1452  0.374
C39 2.9386 -1.5092 -4.1336  -0.889
C40 4.3622 0.0594 -2.8287  -0.013
Se1 4.0374 1.6186 -3.7755  -0.426
H34 6.6269 0.9256 -0.6657  0.293
H35 4.9904 0.9652 0.0654  0.345
H36 5.3545 1.9430 -1.3819  0.334
H37 5.7084 -1.7274 -0.4680  0.707
H38 4.2082 -3.1439 -2.2770  0.733
H39 3.2189 -2.4245 -4.6545  0.285
H40 2.8799 -0.6815 -4.8356  0.361
H41 1.9743 -1.6428 -3.6391  0.188

Atoms 1-3, force components in eV/Å:
0.50 1.93 0.83
0.02 -0.05 -0.02
-0.38 -0.29 0.20

Values from the calculation:
- Gap between HOMO and LUMO: 5.21 eV
- E_HOMO: -1.26 eV
- Energy relative to the best compared isomer or geometry (same formula, charge and spin): 0.970 eV
- Total charge: -2

=====

ORCA calculation (ωB97M-V with the def2-TZVPD basis set) on a molecular structure, C24H13Cl3IrN3OS3.

Each line ends with the natural charge from an NBO analysis.
Element x y z (Å)
Ir1 -0.7068 0.8012 0.1048  0.908
S1 -1.0007 -0.4147 2.5698  0.037
C1 -2.6338 0.0618 2.4449  -0.247
S2 -3.0796 0.8445 0.9881  -0.003
C2 -3.5479 -0.1851 3.4538  -0.472
C3 -3.1790 -0.8906 4.6341  0.313
N1 -2.9070 -1.4750 5.5904  -0.372
C4 -4.9019 0.2462 3.3621  0.311
N2 -5.9990 0.5992 3.3256  -0.370
Cl1 -1.6370 -4.9290 -4.6231  -0.029
C5 -1.5445 -3.3930 -3.8025  -0.081
C6 -1.5341 -3.3536 -2.4203  -0.232
C7 -1.4287 -2.1281 -1.7931  -0.154
Cl2 -1.3154 -2.0231 -0.0698  0.072
C8 -1.3567 -0.8953 -2.4822  0.381
O1 -1.2425 0.2456 -1.8959  -0.789
C9 -1.3952 -1.0099 -3.8922  -0.122
Cl3 -1.3246 0.4525 -4.8190  0.000
C10 -1.4741 -2.2257 -4.5432  -0.242
H1 -1.6074 -4.2625 -1.8398  0.235
H2 -1.4745 -2.2579 -5.6236  0.233
S3 3.8222 0.4959 0.9901  0.392
C11 3.6238 -0.5591 -0.3757  -0.211
C12 4.5963 -1.2682 -1.0674  -0.222
C13 4.2022 -2.0399 -2.1444  -0.212
C14 2.8568 -2.0965 -2.5157  -0.222
C15 1.8933 -1.3917 -1.8229  -0.142
C16 2.2730 -0.6117 -0.7334  0.103
N3 1.4463 0.1613 0.0632  -0.493
C17 2.1053 0.8068 0.9907  0.145
C18 1.4488 1.7172 1.8722  -0.184
C19 2.1214 2.4419 2.8681  -0.174
C20 1.4281 3.3004 3.6847  -0.260
C21 0.0514 3.4624 3.4969  -0.170
C22 -0.6059 2.7694 2.5003  -0.280
C23 0.0708 1.8665 1.6755  -0.053
H3 5.6366 -1.2089 -0.7751  0.216
H4 4.9455 -2.5967 -2.6995  0.212
H5 2.5620 -2.6987 -3.3653  0.220
H6 0.8580 -1.4251 -2.1233  0.227
H7 3.1929 2.3100 2.9798  0.202
H8 1.9457 3.8497 4.4603  0.208
H9 -0.5097 4.1296 4.1395  0.210
H10 -1.6719 2.9178 2.3787  0.231
C24 -0.7386 2.7273 -0.6650  -0.721
H11 0.2734 3.1095 -0.8074  0.182
H12 -1.3092 3.4115 -0.0408  0.196
H13 -1.2281 2.6117 -1.6329  0.217

Atoms 1-3, force components in eV/Å:
-0.74 -0.83 2.41
0.26 -0.16 -0.58
-0.26 -0.10 0.16

Values from the calculation:
- <S²>: 0.766
- Gap between HOMO and LUMO (alpha / beta): 6.89 / 6.33 eV
- E_HOMO (alpha / beta): -5.16 / -5.17 eV
- Energy relative to the best compared isomer or geometry (same formula, charge and spin): 0.256 eV
- Multiplicity: 2
- Total charge: -1

=====

ORCA calculation (ωB97M-V with the def2-TZVPD basis set) on a single C7H11N molecule.

Each line ends with the natural charge from an NBO analysis.
Element x y z (Å)
C1 0.8872 -2.7389 0.6883  -0.606
C2 0.7987 -1.8261 -0.5741  -0.417
C3 0.3708 -0.4235 -0.2666  -0.082
C4 1.0188 0.4181 0.6090  -0.103
N1 0.3333 1.5941 0.6372  -0.496
C5 -0.7430 1.5402 -0.2063  0.128
C6 -1.6372 2.7084 -0.4367  -0.636
C7 -0.7358 0.2927 -0.7800  -0.305
H1 0.4997 -2.2646 1.5802  0.210
H2 0.3288 -3.6614 0.4980  0.205
H3 1.8994 -3.0653 0.9080  0.201
H4 0.0759 -2.2881 -1.2313  0.208
H5 1.7817 -1.8188 -1.0293  0.212
H6 1.7841 0.1508 1.3155  0.208
H7 0.4937 2.3913 1.2280  0.405
H8 -1.5559 3.4399 0.3633  0.209
H9 -1.4080 3.2311 -1.3697  0.220
H10 -2.6720 2.3831 -0.5013  0.226
H11 -1.5201 -0.0631 -1.4321  0.213

Atoms 1-3, force components in eV/Å:
-0.07 -0.35 -0.53
-0.10 -0.24 1.14
0.40 0.02 0.10

Values from the calculation:
- Gap between HOMO and LUMO: 8.78 eV
- Structure (SMILES): CCc1c[nH]c(C)c1
- E_HOMO: -7.73 eV
- Energy relative to the best compared isomer or geometry (same formula, charge and spin): 0.397 eV

=====

ORCA calculation (ωB97M-V with the def2-TZVPD basis set) on 2 unconnected molecules or ions with the total composition C3H13N2O.

Each line ends with the natural charge from an NBO analysis.
Element x y z (Å)
N1 0.0570 -1.8710 -0.5602  -1.100
C1 0.8163 -0.6690 0.1650  -0.087
C2 1.3013 0.2317 -0.9248  -0.655
C3 0.1246 -0.2030 1.4330  -0.251
N2 -1.1568 0.3898 1.0800  -0.876
H1 -0.6059 -1.4956 -1.2585  0.371
H2 0.6686 -2.6616 -0.8338  0.322
H3 -0.6548 -2.4103 0.0396  0.254
H4 1.6559 -1.2319 0.6157  0.206
H5 0.6052 0.9174 -1.4074  0.249
H6 1.9824 0.9010 -0.3834  0.215
H7 1.8800 -0.2841 -1.6985  0.230
H8 0.8912 0.4809 1.8050  0.201
H9 0.1328 -1.0073 2.1790  0.188
H10 -1.6280 0.8355 1.8617  0.368
H11 -1.8092 -0.2164 0.6013  0.364
H12 -0.9719 2.4999 -0.3430  0.474
H13 -1.9105 3.2975 -1.1649  0.464
O1 -1.3781 2.4968 -1.2059  -0.940

Atoms 1-3, force components in eV/Å:
-1.49 0.67 2.04
0.07 -3.45 0.05
0.76 1.40 0.56

Values from the calculation:
- <S²>: 0.751
- Gap between HOMO and LUMO (alpha / beta): 4.38 / 10.35 eV
- E_HOMO (alpha / beta): -3.57 / -9.80 eV
- Energy relative to the best compared isomer or geometry (same formula, charge and spin): 0.618 eV
- Multiplicity: 2

=====

ORCA calculation (ωB97M-V with the def2-TZVPD basis set) on a single C3H6N2OS2 molecule.

Each line ends with the natural charge from an NBO analysis.
Element x y z (Å)
N1 -2.1738 -0.3188 -1.1615  -0.855
C1 -1.2118 0.0327 -0.1671  0.701
O1 -1.4767 -0.2437 0.9407  -0.605
C2 0.3396 0.5540 -0.4839  -0.439
S1 1.0777 2.2296 0.1723  -0.007
C3 1.4326 -0.4676 -0.0613  0.078
N2 1.2577 -1.0901 1.1215  -0.790
S2 2.9598 -0.4587 -0.6702  -0.136
H1 -1.9979 -0.0071 -2.1364  0.402
H2 -3.1259 -0.1715 -0.6375  0.424
H3 0.3653 0.9000 -1.4970  0.241
H4 0.5652 2.0279 1.5033  0.152
H5 0.1652 -1.2385 1.4446  0.412
H6 1.8229 -1.7481 1.6326  0.421

Atoms 1-3, force components in eV/Å:
0.10 1.75 1.36
1.82 0.35 -3.13
-0.78 -0.30 3.56

Values from the calculation:
- Gap between HOMO and LUMO: 8.36 eV
- Structure (SMILES): NC(=O)[C@@H](S)C(N)=S
- E_HOMO: -8.31 eV
- Energy relative to the best compared isomer or geometry (same formula, charge and spin): 2.324 eV

=====

ORCA calculation (ωB97M-V with the def2-TZVPD basis set) on a molecular structure, C5H13AuClI2N2OPS.

Each line ends with the natural charge from an NBO analysis.
Element x y z (Å)
I1 -3.4636 -2.7028 -4.6760  0.503
I2 -5.2756 -2.7301 -2.6831  0.501
Au1 0.1133 -0.1218 0.1002  0.860
P1 -0.4034 1.9719 -0.3542  1.046
C1 -1.7119 2.2014 -1.5566  -0.985
C2 -0.9267 2.8723 1.1174  -0.970
H1 1.8426 2.8268 -0.2774  0.293
H2 0.7280 3.9519 -1.1289  0.263
H3 1.3361 2.4785 -1.9501  0.259
C3 1.0105 2.8950 -0.9870  -0.969
H4 -0.1525 2.7989 1.8892  0.293
H5 -1.0975 3.9317 0.8610  0.263
H6 -1.8918 3.2802 -1.7081  0.276
H7 -2.6422 1.7316 -1.2113  0.250
H8 -1.8581 2.4447 1.5130  0.258
H9 -1.4378 1.7491 -2.5188  0.252
C4 -1.0961 -0.9852 -1.0318  0.438
O1 -1.8911 -1.4376 -1.7718  -0.457
Cl1 1.8228 0.6552 1.6884  -0.509
N1 1.4486 -3.6750 2.8077  -0.765
C5 1.9302 -3.1441 1.6684  0.237
N2 3.0242 -3.6362 1.0576  -0.765
S1 1.1828 -1.9857 1.0208  -0.252
H10 1.8830 -4.4477 3.2600  0.409
H11 0.5938 -3.2926 3.2799  0.432
H12 3.3957 -3.2235 0.1678  0.432
H13 3.5367 -4.4068 1.4235  0.409

Atoms 1-3, force components in eV/Å:
-1.27 -0.08 1.22
1.13 -0.03 -1.35
1.88 0.79 1.75

Values from the calculation:
- <S²>: 2.013
- Gap between HOMO and LUMO (alpha / beta): 3.32 / 1.89 eV
- E_HOMO (alpha / beta): -13.06 / -13.49 eV
- Energy relative to the best compared isomer or geometry (same formula, charge and spin): 0.871 eV
- Multiplicity: 3
- Total charge: +2

=====

no.,strongest force on any atom (Eh/bohr),electronic energy (Ha)
1,0.0453,-3106.89304
2,0.1937,-3698.60873
3,0.0420,-5537.80283
4,0.0516,-3841.45358
5,0.0227,-328.07339
6,0.0672,-306.70690
7,0.1250,-1098.98851
8,0.1508,-2313.18906